## i
Molecular formula: C3H4N2S2
Method: DFT, ωB97M-V with the def2-TZVPD basis set

Element x y z (Å)
1 C -0.599 -0.038 -0.113
2 C 0.019 -1.277 -0.106
3 C 1.398 -0.976 -0.108
4 H -2.765 -0.815 -0.048
5 H -0.459 -2.269 -0.094
6 H 2.209 -1.663 -0.096
7 H 0.241 2.800 1.124
8 N 1.632 0.327 -0.121
9 N 0.404 0.897 -0.130
10 S -2.288 0.436 -0.119
11 S 0.209 2.578 -0.189

Results
- HOMO-LUMO gap: 9.31 eV
- Total charge: 0
- Multiplicity: 1

Atom charges from the Löwdin analysis, given in e for atoms 1 to 5:
1. C -0.711
2. C -0.093
3. C -0.169
4. H -0.125
5. H 0.106


## ii
Molecular formula: C3H4N2S2
Method: DFT, ωB97M-V with the def2-TZVPD basis set

Element x y z (Å)
1 C -2.728 -3.430 -1.189
2 C 0.579 0.545 0.569
3 C 0.095 -0.506 1.202
4 N -1.589 -1.352 -0.918
5 N -1.092 -0.484 -1.672
6 S -4.244 -3.232 -1.074
7 S -1.205 -1.578 0.629
8 H 1.384 1.126 0.991
9 H 0.204 0.840 -0.395
10 H 0.445 -0.836 2.167
11 H -1.496 -0.563 -2.612

Results
- HOMO-LUMO gap: 9.10 eV
- Total charge: 0
- Multiplicity: 1

Atom charges from the Löwdin analysis, given in e for atoms 1 to 5:
1. C -0.627
2. C -0.060
3. C -0.465
4. N -0.559
5. N 0.018


## iii
Molecular formula: C3H4N2S2
Method: DFT, ωB97M-V with the def2-TZVPD basis set

Element x y z (Å)
1 C -0.379 -0.158 1.112
2 C -0.896 0.550 -0.124
3 C 0.295 0.374 -1.103
4 H -1.755 0.151 -0.510
5 H -0.997 1.658 -0.107
6 H 2.131 -0.758 -0.723
7 H 1.147 -1.738 1.172
8 N 1.315 -0.345 -0.342
9 N 0.810 -0.706 0.842
10 S -1.126 -0.586 2.499
11 S 0.532 0.801 -2.664

Results
- HOMO-LUMO gap: 7.96 eV
- Total charge: 0
- Multiplicity: 1

Atom charges from the Löwdin analysis, given in e for atoms 1 to 5:
1. C -0.857
2. C -0.125
3. C -0.768
4. H 0.088
5. H 0.142


## iv
Molecular formula: C3H4N2S2
Method: DFT, ωB97M-V with the def2-TZVPD basis set

Element x y z (Å)
1 C -1.149 0.681 1.275
2 C 0.711 -0.456 -0.550
3 C 1.437 -0.773 0.774
4 H -0.513 1.745 1.531
5 H -0.624 -0.144 2.061
6 H -2.360 0.916 1.225
7 H -0.455 -0.042 -2.838
8 N 1.454 -0.716 -1.623
9 N 1.624 -0.945 1.954
10 S -0.904 0.313 -0.542
11 S 0.781 -0.581 -3.267

Results
- HOMO-LUMO gap: 9.00 eV
- Total charge: 0
- Multiplicity: 1

Atom charges from the Löwdin analysis, given in e for atoms 1 to 5:
1. C -0.430
2. C -0.705
3. C -0.170
4. H 0.096
5. H 0.083


Which of them is the most stable, and which is the least stable? i and ii, in that order.


## i
Molecular formula: C8H13N
Method: DFT, ωB97M-V with the def2-TZVPD basis set

Element x y z (Å)
1 C 0.491 -1.903 1.698
2 C 1.062 -0.499 1.586
3 C -0.944 0.479 0.694
4 C -1.439 1.805 -0.134
5 C -1.160 1.823 -1.382
6 C -0.032 0.834 -1.947
7 C 0.017 -0.756 -1.981
8 C 0.873 0.168 -0.821
9 H 0.507 -2.385 0.680
10 H 1.178 -2.252 2.526
11 H -0.527 -1.828 2.285
12 H 2.202 -0.167 1.234
13 H 1.024 -0.116 2.590
14 H -1.549 -0.580 0.320
15 H -1.001 0.607 1.979
16 H -2.304 2.260 0.508
17 H -1.689 2.508 -2.107
18 H 0.519 1.365 -2.894
19 H -0.726 -1.444 -1.745
20 H 0.989 -0.861 -2.806
21 H 2.002 0.421 -0.914
22 N 0.506 0.520 0.631

Results
- HOMO-LUMO gap: 9.41 eV
- Total charge: 0
- Multiplicity: 1

Atom charges from the Löwdin analysis, given in e for atoms 1 to 5:
1. C -0.114
2. C -0.318
3. C -0.221
4. C -0.113
5. C -0.118


## ii
Molecular formula: C8H13N
Method: DFT, ωB97M-V with the def2-TZVPD basis set

Element x y z (Å)
1 C 1.087 -0.392 -0.596
2 C -0.027 0.954 0.903
3 C 1.398 0.529 0.383
4 C -1.022 0.162 0.001
5 C 1.984 -1.098 -1.570
6 C 2.678 1.099 0.871
7 C -3.189 -1.036 0.155
8 C -2.474 0.309 -0.026
9 N -0.299 -0.574 -0.779
10 H -0.087 0.763 1.950
11 H -0.057 2.042 0.766
12 H 2.479 -2.009 -1.139
13 H 2.964 -0.649 -1.774
14 H 1.272 -1.432 -2.361
15 H 2.567 2.175 0.724
16 H 3.532 0.838 0.183
17 H 3.006 0.916 1.836
18 H -3.088 -1.445 1.239
19 H -2.963 -1.803 -0.516
20 H -4.208 -0.998 -0.130
21 H -2.722 0.870 0.767
22 H -2.832 0.778 -0.887

Results
- HOMO-LUMO gap: 9.02 eV
- Total charge: 0
- Multiplicity: 1

Atom charges from the Löwdin analysis, given in e for atoms 1 to 5:
1. C -0.297
2. C -0.054
3. C -0.200
4. C -0.259
5. C -0.053


Which of them is the most stable, and which is the least stable? ii and i, in that order.


## i
Molecular formula: C6H9N3O2
Method: DFT, ωB97M-V with the def2-TZVPD basis set

Element x y z (Å)
1 C 0.914 1.363 1.763
2 C 0.700 1.733 -0.624
3 C -2.206 0.523 0.824
4 C 1.585 1.158 0.469
5 C -1.111 1.434 0.751
6 C -0.050 -2.745 -1.113
7 N -0.317 1.480 1.886
8 N -0.544 1.757 -0.512
9 N 0.062 -1.325 -1.128
10 O -2.672 -0.533 0.788
11 O -2.533 1.818 1.003
12 H 1.496 1.401 2.596
13 H 1.217 1.960 -1.602
14 H 2.732 1.473 0.468
15 H 1.613 0.083 0.381
16 H 0.887 -3.288 -1.042
17 H -0.472 -3.022 -0.027
18 H -0.755 -3.182 -1.840
19 H -0.915 -0.938 -0.953
20 H 0.370 -1.149 -2.087

Results
- HOMO-LUMO gap: 10.36 eV
- Total charge: 0
- Multiplicity: 1

Atom charges from the Löwdin analysis, given in e for atoms 1 to 5:
1. C -0.135
2. C -0.137
3. C -0.447
4. C -0.135
5. C -0.419


## ii
Molecular formula: C6H9N3O2
Method: DFT, ωB97M-V with the def2-TZVPD basis set

Element x y z (Å)
1 C 1.611 -0.655 0.040
2 C 2.535 0.567 -0.355
3 C 0.281 -1.165 -0.669
4 C -0.844 -0.325 -0.496
5 C -2.197 -0.713 -0.589
6 C -1.964 1.495 0.073
7 H 1.854 -0.161 2.242
8 H 0.071 0.114 1.461
9 H 2.320 -1.584 0.023
10 H 0.498 -1.314 -1.856
11 H 0.170 -2.279 -0.203
12 H -2.704 -1.653 -0.450
13 H -2.036 2.583 0.162
14 H -3.884 0.381 0.440
15 H 1.028 1.640 -0.013
16 N 1.121 -0.458 1.456
17 N -0.710 1.000 -0.023
18 N -2.899 0.530 -0.210
19 O 3.749 0.266 -0.555
20 O 2.000 1.730 -0.479

Results
- HOMO-LUMO gap: 8.80 eV
- Total charge: 0
- Multiplicity: 1

Atom charges from the Löwdin analysis, given in e for atoms 1 to 5:
1. C -0.296
2. C -0.515
3. C -0.146
4. C -0.354
5. C 0.002


## iii
Molecular formula: C6H9N3O2
Method: DFT, ωB97M-V with the def2-TZVPD basis set

Element x y z (Å)
1 C 2.059 -0.903 -0.296
2 C 3.240 -0.633 -0.367
3 C 4.662 -0.323 -0.460
4 C 5.030 0.861 0.320
5 C -3.020 -1.619 0.710
6 C -1.928 0.328 -0.262
7 H 1.035 -1.128 -0.234
8 H 4.958 -0.141 -1.519
9 H 5.265 -1.157 -0.097
10 H -2.853 -1.708 1.784
11 H -3.965 -2.108 0.453
12 H -2.204 -2.126 0.191
13 H -3.734 0.388 0.612
14 H -1.177 2.170 -0.476
15 H -3.652 2.716 -0.568
16 N 5.343 1.805 0.940
17 N -3.036 -0.243 0.268
18 N -2.072 1.693 -0.601
19 O -0.885 -0.244 -0.527
20 O -3.066 2.371 0.128

Results
- HOMO-LUMO gap: 10.67 eV
- Total charge: 0
- Multiplicity: 1

Atom charges from the Löwdin analysis, given in e for atoms 1 to 5:
1. C 0.141
2. C -0.136
3. C -0.207
4. C -0.221
5. C -0.065


Which of them is the most stable, and which is the least stable? ii and iii, in that order.


## i
Molecular formula: H18O9
Method: DFT, ωB97M-V with the def2-TZVPD basis set

Element x y z (Å)
1 O 2.595 -2.055 -3.385
2 H 3.528 -1.989 -3.118
3 H 2.041 -1.966 -2.557
4 O -1.334 1.692 -2.571
5 H -1.046 1.045 -1.969
6 H -1.765 2.377 -2.108
7 O 1.582 2.437 -1.794
8 H 1.011 1.769 -1.506
9 H 1.108 2.665 -2.603
10 O -1.418 -1.598 1.579
11 H -0.480 -1.293 1.762
12 H -1.269 -2.519 1.528
13 O -1.919 0.519 3.094
14 H -1.049 0.730 3.427
15 H -1.825 -0.302 2.583
16 O 1.734 -2.007 -0.851
17 H 1.363 -2.682 -0.251
18 H 2.597 -1.809 -0.451
19 O -0.253 -0.072 -0.398
20 H 0.418 -0.656 -0.742
21 H -0.994 -0.593 -0.114
22 O 0.830 -0.639 2.152
23 H 0.951 0.135 2.766
24 H 1.039 -0.261 1.324
25 O -2.352 2.513 1.080
26 H -2.156 1.617 1.359
27 H -2.938 2.941 1.765

Results
- HOMO-LUMO gap: 10.28 eV
- Total charge: 0
- Multiplicity: 1

Atom charges from the Löwdin analysis, given in e for atoms 1 to 5:
1. O -0.099
2. H 0.031
3. H 0.002
4. O -0.015
5. H -0.038


## ii
Molecular formula: H18O9
Method: DFT, ωB97M-V with the def2-TZVPD basis set

Element x y z (Å)
1 H 0.064 -0.566 0.214
2 H 0.924 -1.533 -0.584
3 H -0.461 4.574 -1.594
4 H 0.228 3.537 -0.722
5 H -3.203 -2.273 -1.068
6 H -3.747 -1.292 -2.094
7 H 1.963 4.129 1.226
8 H 2.017 2.842 0.420
9 H 2.371 -1.761 1.417
10 H 0.951 -2.261 1.205
11 H -1.436 -1.721 -0.299
12 H -0.655 -2.872 -0.911
13 H -2.617 1.154 -0.896
14 H -1.594 2.025 -0.186
15 H 5.512 -1.522 0.083
16 H 4.831 -2.311 -1.022
17 H -3.067 0.565 3.038
18 H -2.455 -0.707 2.475
19 O 0.082 -1.065 -0.610
20 O -0.138 3.666 -1.604
21 O -3.569 -1.385 -1.151
22 O 2.316 3.232 1.249
23 O 1.744 -1.998 0.724
24 O -0.847 -2.447 -0.067
25 O -1.677 1.207 -0.689
26 O 5.122 -1.422 -0.792
27 O -2.661 0.205 2.241

Results
- HOMO-LUMO gap: 6.86 eV
- Total charge: 0
- Multiplicity: 1

Atom charges from the Löwdin analysis, given in e for atoms 1 to 5:
1. H 0.057
2. H 0.020
3. H 0.042
4. H 0.007
5. H 0.024


Which of them is the most stable, and which is the least stable? i and ii, in that order.